Below is 2 unconnected molecules or ions with the total composition C6H15BrNO, with properties calculated with ωB97M-V with the def2-TZVPD basis set.

Computed properties:
HOMO-LUMO gap in eV: 9.802
Lowest unoccupied orbital energy in eV: -3.44
ΔE to the lowest compared entry with this formula, charge and spin in kcal/mol: 0.0

ORCA input file:
```
! RIJCOSX wB97M-V def2-TZVPD def2/J DEFGRID3
* xyz 1 1
Br -1.07 -1.52 2.45
C -0.59 -1.91 0.60
C -0.74 -0.66 -0.26
C 0.40 0.32 -0.01
C 1.76 -0.28 -0.33
N 1.72 -1.80 -0.42
C 0.82 -2.51 0.58
H -1.30 -2.68 0.30
H -0.83 -0.94 -1.32
H -1.68 -0.18 0.00
H 0.26 1.21 -0.62
H 0.36 0.63 1.03
H 2.13 0.04 -1.31
H 2.52 -0.04 0.41
H 2.66 -2.15 -0.29
H 1.45 -2.07 -1.36
H 0.80 -3.55 0.27
H 1.32 -2.44 1.54
C -1.79 3.42 0.13
O -0.89 3.17 -0.95
H -1.31 3.02 1.03
H -1.96 4.48 0.28
H -2.75 2.92 -0.01
H -1.28 3.54 -1.75
*
```

Below is a gas-phase ion, C20H26N3O3 (charge +1), with properties calculated with ωB97M-V with the def2-TZVPD basis set.

Computed properties:
SMILES: COc1ccccc1C[NH2+]CC(=O)Nc1ccc(N2CCOCC2)cc1
HOMO-LUMO gap in eV: 7.141
Lowest unoccupied orbital energy in eV: -2.57
ΔE to the lowest compared entry with this formula, charge and spin in kcal/mol: 0.6

ORCA input file:
```
! RIJCOSX wB97M-V def2-TZVPD def2/J DEFGRID3
* xyz 1 1
C 0.98 3.20 3.14
H 0.56 4.18 2.91
H 0.24 2.43 2.91
H 1.25 3.16 4.20
O 2.12 3.07 2.31
C 2.86 1.93 2.40
C 2.61 0.87 3.25
C 3.44 -0.24 3.24
C 4.52 -0.30 2.38
C 4.77 0.75 1.52
C 3.95 1.87 1.52
C 4.17 3.02 0.58
N 3.02 3.11 -0.36
H 3.05 3.99 -0.88
C 2.84 1.94 -1.24
H 2.87 2.21 -2.29
H 3.61 1.19 -1.03
C 1.44 1.38 -0.85
O 0.82 2.02 0.00
N 1.07 0.27 -1.47
C -0.13 -0.47 -1.33
C -1.17 -0.08 -0.50
C -2.31 -0.84 -0.42
C -2.46 -2.04 -1.15
N -3.56 -2.84 -1.02
C -4.08 -3.63 -2.12
H -3.31 -3.83 -2.86
C -5.24 -2.87 -2.78
H -5.71 -3.48 -3.56
O -6.26 -2.58 -1.86
C -5.77 -1.82 -0.77
H -6.61 -1.67 -0.10
C -4.63 -2.57 -0.08
H -4.26 -2.02 0.79
H -5.01 -3.54 0.27
H -5.41 -0.84 -1.13
H -4.85 -1.94 -3.23
H -4.45 -4.58 -1.72
C -1.39 -2.41 -1.97
C -0.25 -1.64 -2.06
H 0.56 -1.97 -2.70
H -1.43 -3.33 -2.53
H -3.11 -0.48 0.22
H -1.10 0.84 0.07
H 1.71 -0.13 -2.14
H 2.10 3.07 0.21
H 4.19 3.96 1.15
H 5.10 2.91 0.02
H 5.62 0.71 0.85
H 5.17 -1.17 2.38
H 3.24 -1.06 3.91
H 1.77 0.89 3.93
*
```

Below is 2 unconnected molecules or ions with the total composition C5H8O2, with properties calculated with ωB97M-V with the def2-TZVPD basis set.

Computed properties:
SMILES: CC1=CC1.O=CO
HOMO-LUMO gap in eV: 10.356
Lowest unoccupied orbital energy in eV: 0.99
ΔE to the lowest compared entry with this formula, charge and spin in kcal/mol: 57.4

ORCA input file:
```
! RIJCOSX wB97M-V def2-TZVPD def2/J DEFGRID3
* xyz 0 1
C -0.62 1.86 -0.21
C -0.96 0.43 -0.08
C -1.22 -0.82 -0.87
C -1.35 -0.60 0.61
O 1.98 0.18 -0.34
C 2.36 -0.71 0.38
O 1.57 -1.55 1.05
H 0.23 1.99 -0.89
H -0.38 2.31 0.76
H -1.48 2.39 -0.64
H -2.12 -0.87 -1.50
H -0.38 -1.39 -1.28
H -1.68 -1.02 1.55
H 0.64 -1.27 0.89
H 3.41 -0.94 0.58
*
```

Below is 2 unconnected molecules or ions with the total composition C6H15P at a distorted geometry, with properties calculated with ωB97M-V with the def2-TZVPD basis set.

Computed properties:
HOMO-LUMO gap in eV: 9.684
Lowest unoccupied orbital energy in eV: 0.99
ΔE to the lowest compared entry with this formula, charge and spin in kcal/mol: 63.6

ORCA input file:
```
! RIJCOSX wB97M-V def2-TZVPD def2/J DEFGRID3
* xyz 0 1
C 1.84 1.36 1.08
C -0.12 0.62 2.49
C -1.86 -0.11 -1.44
C 0.16 -0.89 -0.04
C 0.39 0.84 1.10
C -0.36 -0.63 -1.41
P -0.32 -2.29 -2.24
H 1.82 2.05 0.24
H 1.81 1.89 2.08
H 2.64 0.59 0.88
H -0.28 1.61 2.99
H 0.55 0.05 3.12
H -1.11 -0.01 2.71
H -1.89 1.00 -1.21
H -2.44 -0.53 -0.66
H -2.06 -0.36 -2.46
H -0.36 -1.69 0.57
H 1.26 -1.27 -0.20
H -0.16 1.47 0.43
H 0.37 -0.02 -2.00
H 0.94 -1.86 -2.65
H -0.82 -1.81 -3.39
*
```

Below is 3 unconnected molecules or ions with the total composition C24H54NO at a distorted geometry, with properties calculated with ωB97M-V with the def2-TZVPD basis set.

Computed properties:
HOMO-LUMO gap in eV: 4.038
Lowest unoccupied orbital energy in eV: 2.47

ORCA input file:
```
! RIJCOSX wB97M-V def2-TZVPD def2/J DEFGRID3
* xyz -1 1
C -2.80 3.19 0.32
C -3.72 2.08 0.86
C -3.16 0.73 0.39
C -2.18 0.10 1.41
C -0.99 -0.56 0.73
C -0.25 -1.59 1.61
C 1.11 -1.11 2.15
C 1.10 -0.63 3.60
C 1.33 -1.78 4.61
N 0.60 -2.98 4.31
C -0.37 -3.29 5.32
C -1.50 -2.26 5.57
C -2.76 -2.55 4.78
O -3.59 -1.39 4.61
H -2.78 3.07 -0.76
H -3.19 4.17 0.58
H -1.82 3.02 0.74
H -4.73 2.24 0.50
H -3.69 2.13 1.94
H -2.57 0.90 -0.51
H -3.94 0.02 0.13
H -1.82 0.88 2.08
H -2.73 -0.62 2.01
H -1.37 -1.08 -0.15
H -0.30 0.22 0.40
H -0.07 -2.47 1.00
H -0.85 -1.93 2.44
H 1.85 -1.90 2.06
H 1.43 -0.28 1.53
H 0.20 -0.06 3.84
H 1.94 0.07 3.71
H 1.09 -1.42 5.62
H 2.42 -1.94 4.59
H 0.10 -3.54 6.30
H -0.88 -4.21 5.00
H -1.19 -1.24 5.35
H -1.77 -2.27 6.62
H -3.38 -3.23 5.35
H -2.54 -3.00 3.81
H -3.02 -0.68 4.27
C 0.97 6.71 -2.52
C 1.79 5.54 -3.07
C 0.94 4.33 -3.44
C 0.18 3.70 -2.27
C 1.04 3.24 -1.10
C 2.05 2.15 -1.47
H 0.46 6.44 -1.59
H 1.61 7.57 -2.30
H 0.21 7.03 -3.24
H 2.55 5.26 -2.34
H 2.32 5.88 -3.96
H 1.59 3.58 -3.90
H 0.22 4.62 -4.21
H -0.38 2.83 -2.65
H -0.58 4.40 -1.91
H 0.39 2.86 -0.32
H 1.57 4.10 -0.66
H 1.54 1.28 -1.88
H 2.61 1.83 -0.59
H 2.77 2.51 -2.21
C 2.58 -3.08 -1.05
C 2.28 -2.14 -2.22
C 0.80 -2.13 -2.62
C 0.25 -3.48 -3.10
C 0.99 -4.09 -4.29
C 0.93 -3.22 -5.55
H 2.37 -4.12 -1.29
H 3.63 -3.01 -0.77
H 1.99 -2.80 -0.18
H 2.90 -2.41 -3.08
H 2.56 -1.13 -1.95
H 0.65 -1.38 -3.40
H 0.21 -1.80 -1.76
H -0.80 -3.34 -3.36
H 0.27 -4.19 -2.27
H 0.54 -5.06 -4.51
H 2.03 -4.28 -4.03
H -0.10 -3.04 -5.85
H 1.43 -3.72 -6.38
H 1.41 -2.26 -5.40
*
```

Below is a molecular structure, C35H60NO24S2 at a distorted geometry, with properties calculated with ωB97M-V with the def2-TZVPD basis set.

Computed properties:
HOMO-LUMO gap in eV: 6.179
Lowest unoccupied orbital energy in eV: 1.61

ORCA input file:
```
! RIJCOSX wB97M-V def2-TZVPD def2/J DEFGRID3
* xyz -1 1
C -3.45 1.23 1.85
C -3.99 -0.16 1.27
C -5.24 -0.54 2.16
C -4.33 0.09 -0.25
C -3.24 -0.47 -1.25
C -3.19 -2.03 -1.34
C -1.81 0.20 -1.04
O -1.13 -0.27 0.13
S -0.11 -1.54 -0.13
O 0.09 -1.88 -1.56
O -0.66 -2.74 0.57
N 1.41 -1.05 0.48
S 1.51 -1.33 2.15
O 0.23 -1.12 2.91
O 1.98 -2.75 2.35
C 2.75 -0.24 2.94
C 4.12 -0.12 2.17
C 4.59 1.39 1.98
C 3.86 2.11 0.78
O 4.04 1.40 -0.44
H -2.53 1.54 1.29
H -4.21 2.04 1.70
H -3.14 1.13 2.92
H -3.23 -0.97 1.37
H -5.87 0.38 2.31
H -4.84 -0.86 3.16
H -5.81 -1.39 1.71
H -5.29 -0.42 -0.53
H -4.41 1.20 -0.41
H -3.56 -0.10 -2.27
H -3.32 -2.51 -0.33
H -4.11 -2.35 -1.92
H -2.32 -2.45 -1.89
H -1.20 0.19 -1.97
H -2.04 1.29 -0.85
H 2.29 0.77 3.10
H 2.93 -0.64 3.98
H 4.94 -0.64 2.73
H 4.01 -0.54 1.14
H 4.39 1.97 2.92
H 5.70 1.40 1.81
H 4.33 3.14 0.67
H 2.77 2.29 1.00
H 3.49 1.79 -1.13
C -6.64 -3.75 -3.84
C -7.42 -2.90 -2.86
C -8.85 -2.65 -3.25
O -9.13 -1.40 -2.61
C -7.94 -0.74 -2.51
O -7.82 0.40 -2.20
O -6.90 -1.56 -2.81
H -5.58 -3.74 -3.59
H -6.99 -4.80 -3.86
H -6.73 -3.34 -4.85
H -7.35 -3.32 -1.86
H -9.52 -3.43 -2.89
H -8.99 -2.53 -4.33
C 4.16 7.15 3.35
C 3.28 6.11 4.02
C 4.01 5.23 4.99
O 3.23 4.03 4.96
C 2.64 3.98 3.73
O 2.08 3.04 3.29
O 2.80 5.16 3.07
H 3.61 7.65 2.55
H 4.49 7.90 4.07
H 5.04 6.69 2.90
H 2.42 6.59 4.49
H 4.04 5.64 6.00
H 5.03 4.98 4.67
C -5.24 -9.61 -2.19
C -6.37 -8.62 -2.32
C -6.33 -7.80 -3.58
O -7.01 -6.60 -3.20
C -6.83 -6.48 -1.85
O -7.10 -5.52 -1.21
O -6.30 -7.61 -1.32
H -5.23 -10.05 -1.19
H -5.32 -10.40 -2.93
H -4.27 -9.11 -2.32
H -7.33 -9.13 -2.22
H -6.83 -8.28 -4.42
H -5.31 -7.53 -3.89
C -9.88 4.02 -0.93
C -9.18 3.00 -0.07
C -9.90 2.67 1.20
O -8.84 2.27 2.06
C -7.72 2.90 1.62
O -6.69 2.93 2.21
O -7.93 3.50 0.42
H -9.23 4.34 -1.75
H -10.81 3.62 -1.35
H -10.12 4.92 -0.36
H -8.97 2.10 -0.66
H -10.63 1.87 1.08
H -10.40 3.54 1.66
C 10.40 0.39 1.50
C 9.75 1.69 1.08
C 10.36 2.91 1.71
O 9.27 3.82 1.70
C 8.13 3.08 1.75
O 7.04 3.52 1.94
O 8.40 1.77 1.54
H 9.81 -0.46 1.15
H 11.41 0.30 1.11
H 10.44 0.30 2.59
H 9.74 1.76 -0.01
H 11.20 3.30 1.13
H 10.68 2.75 2.74
C 11.79 -1.40 -2.78
C 11.12 -0.08 -3.09
C 11.95 0.85 -3.92
O 11.45 2.13 -3.52
C 10.98 1.99 -2.26
O 10.66 2.90 -1.55
O 10.92 0.68 -1.90
H 11.21 -1.97 -2.05
H 11.90 -2.01 -3.69
H 12.78 -1.25 -2.35
H 10.14 -0.26 -3.55
H 11.82 0.70 -4.99
H 13.02 0.81 -3.68
*
```

Below is 2 unconnected molecules or ions with the total composition C8H19N2S at a distorted geometry, with properties calculated with ωB97M-V with the def2-TZVPD basis set.

Computed properties:
HOMO-LUMO gap (spin up / spin down) in eV: 7.469 / 8.495
Lowest unoccupied orbital energy (spin up / spin down) in eV: -5.25 / -4.34
ΔE to the lowest compared entry with this formula, charge and spin in kcal/mol: 155.7

ORCA input file:
```
! RIJCOSX wB97M-V def2-TZVPD def2/J DEFGRID3
* xyz 1 1
C -1.06 0.19 -0.42
C 1.25 -2.17 2.08
C 1.45 2.05 0.45
C -2.33 0.23 -2.49
C 0.10 -0.16 -2.45
C -2.05 0.76 2.13
C 1.09 -1.67 0.67
C 1.95 0.64 0.27
N 1.04 -0.24 0.73
N -1.04 0.29 -1.70
S -2.45 0.35 0.44
H 1.77 -1.41 2.66
H 0.30 -2.26 2.61
H 1.79 -3.08 2.09
H 0.42 1.90 0.67
H 1.96 2.60 1.21
H 1.60 2.66 -0.48
H -2.96 -0.60 -2.44
H -2.08 0.27 -3.49
H -2.83 1.15 -2.31
H 0.17 -1.24 -2.53
H 1.00 0.15 -2.03
H -0.11 0.17 -3.48
H -2.78 0.08 2.70
H -2.33 1.83 2.22
H -1.01 0.53 2.26
H 1.77 -2.17 -0.06
H 0.12 -2.00 0.36
H 2.50 0.51 -0.66
H 2.73 0.65 0.99
*
```

Below is C6H13PS in the gas phase at a distorted geometry, with properties calculated with ωB97M-V with the def2-TZVPD basis set.

Computed properties:
SMILES: CSP(C)C=C(C)C
HOMO-LUMO gap in eV: 9.082
Lowest unoccupied orbital energy in eV: 0.62
ΔE to the lowest compared entry with this formula, charge and spin in kcal/mol: 1.0

ORCA input file:
```
! RIJCOSX wB97M-V def2-TZVPD def2/J DEFGRID3
* xyz 0 1
C -0.16 0.60 0.91
C -1.38 0.29 0.44
C -2.60 1.17 0.71
C -1.57 -0.90 -0.37
C 2.57 0.90 1.43
C 1.95 -1.08 -2.65
P 1.46 -0.32 0.51
S 2.02 0.50 -1.60
H -0.08 1.55 1.39
H -3.43 0.62 1.14
H -2.99 1.47 -0.29
H -2.32 2.16 1.24
H -1.74 -0.79 -1.40
H -0.66 -1.51 -0.25
H -2.40 -1.47 0.06
H 3.55 0.52 1.60
H 2.13 0.99 2.41
H 2.38 1.80 0.84
H 1.87 -0.72 -3.77
H 1.08 -1.74 -2.29
H 2.91 -1.48 -2.44
*
```

Below is C2H6N2O2S in the gas phase at a distorted geometry, with properties calculated with ωB97M-V with the def2-TZVPD basis set.

Computed properties:
HOMO-LUMO gap (spin up / spin down) in eV: 6.786 / 7.971
Lowest unoccupied orbital energy (spin up / spin down) in eV: -0.22 / 0.15
ΔE to the lowest compared entry with this formula, charge and spin in kcal/mol: 142.5

ORCA input file:
```
! RIJCOSX wB97M-V def2-TZVPD def2/J DEFGRID3
* xyz 0 1
C -1.30 0.18 1.11
C -1.48 -1.25 0.99
N -0.03 0.70 0.86
N 1.19 0.75 -1.95
O 2.44 0.46 0.22
O -1.81 -0.48 -0.06
S 1.31 -0.11 -0.53
H -0.67 -1.93 0.92
H -2.25 -1.81 1.42
H -0.15 1.54 0.18
H 0.41 0.86 1.77
H 2.02 0.57 -2.51
H 0.31 0.51 -2.41
*
```

Below is a molecular structure, C18H14F2IMnN at a distorted geometry, with properties calculated with ωB97M-V with the def2-TZVPD basis set.

Computed properties:
HOMO-LUMO gap (spin up / spin down) in eV: 7.996 / 7.644
Lowest unoccupied orbital energy (spin up / spin down) in eV: 0.07 / 0.18
Expectation value of S²: 1.0138
ΔE to the lowest compared entry with this formula, charge and spin in kcal/mol: 25.4

ORCA input file:
```
! RIJCOSX wB97M-V def2-TZVPD def2/J DEFGRID3
* xyz 0 2
Mn 0.85 -0.56 0.73
C 1.48 2.40 1.25
C 2.55 1.68 0.74
C 2.95 0.49 1.34
C 2.28 0.03 2.49
C 1.20 0.76 3.00
C 0.80 1.94 2.38
H 1.16 3.32 0.77
H 3.08 2.05 -0.13
H 3.83 -0.02 0.99
H 2.67 -0.81 3.05
H 0.70 0.42 3.90
H -0.04 2.50 2.77
F 2.32 -0.11 -4.51
C 1.31 -0.12 -3.61
C 1.61 -0.19 -2.27
C 0.59 -0.20 -1.32
C -0.75 -0.13 -1.76
C -0.99 -0.07 -3.13
F -2.25 -0.02 -3.62
C 0.01 -0.07 -4.08
C -1.79 -0.11 -0.72
C -3.17 -0.09 -0.95
C -4.05 -0.09 0.11
C -3.55 -0.09 1.41
C -2.18 -0.10 1.56
N -1.32 -0.13 0.55
H 2.65 -0.24 -1.98
H -0.21 -0.03 -5.13
H -3.56 -0.07 -1.95
H -5.12 -0.10 -0.06
H -4.20 -0.10 2.27
H -1.74 -0.11 2.55
I -0.06 -2.97 2.46
C 0.90 -2.67 0.51
H 0.21 -3.13 -0.19
H 1.81 -3.26 0.57
*
```

Below is C4H6ClNOS in the gas phase at a distorted geometry, with properties calculated with ωB97M-V with the def2-TZVPD basis set.

Computed properties:
SMILES: S=CNO[C@H]1C[C@H]1Cl
HOMO-LUMO gap in eV: 8.410
Lowest unoccupied orbital energy in eV: -0.62
ΔE to the lowest compared entry with this formula, charge and spin in kcal/mol: 152.1

ORCA input file:
```
! RIJCOSX wB97M-V def2-TZVPD def2/J DEFGRID3
* xyz 0 1
C -0.38 0.89 1.69
C 0.25 -0.48 1.74
C -0.31 -0.06 0.50
C 0.49 -1.42 -2.17
H -1.63 1.07 1.77
H 1.38 -0.51 1.47
H -0.05 -1.33 2.51
H -1.43 -0.36 0.28
H 2.17 -0.49 -1.54
H 1.23 -1.62 -3.08
N 1.16 -0.95 -1.02
O 0.60 0.26 -0.49
S -1.19 -1.74 -2.29
Cl 0.24 2.48 2.10
*
```

Below is 2 unconnected molecules or ions with the total composition C5H8O2 at a distorted geometry, with properties calculated with ωB97M-V with the def2-TZVPD basis set.

Computed properties:
SMILES: C=C=O.C=CCO
HOMO-LUMO gap in eV: 10.150
Lowest unoccupied orbital energy in eV: 0.82
ΔE to the lowest compared entry with this formula, charge and spin in kcal/mol: 53.5

ORCA input file:
```
! RIJCOSX wB97M-V def2-TZVPD def2/J DEFGRID3
* xyz 0 1
O 2.66 -0.23 0.75
C 1.45 -0.41 0.04
C 0.54 0.70 0.50
C 0.02 1.63 -0.29
C -2.45 -0.67 -0.12
C -1.60 -0.88 -1.10
O -0.89 -1.14 -2.01
H 3.21 -1.01 0.59
H 1.00 -1.39 0.27
H 1.60 -0.36 -1.05
H 0.38 0.71 1.57
H -0.58 2.44 0.11
H 0.19 1.63 -1.37
H -3.35 -1.28 -0.16
H -2.27 0.05 0.67
*
```

Below is 3 unconnected molecules or ions with the total composition C4H12N2O2 at a distorted geometry, with properties calculated with ωB97M-V with the def2-TZVPD basis set.

Computed properties:
HOMO-LUMO gap in eV: 4.040
Lowest unoccupied orbital energy in eV: -4.62
ΔE to the lowest compared entry with this formula, charge and spin in kcal/mol: 235.9

ORCA input file:
```
! RIJCOSX wB97M-V def2-TZVPD def2/J DEFGRID3
* xyz 0 1
C 0.35 -0.57 -0.81
C -1.16 -0.59 -0.60
C -1.84 -1.72 -0.49
O 0.38 -2.59 1.27
N 1.11 -0.34 0.41
C 0.92 0.96 1.05
N 1.17 2.07 0.20
H 0.65 -1.52 -1.25
H 0.67 0.24 -1.46
H -1.68 0.38 -0.57
H -1.27 -2.61 -0.34
H -2.91 -1.75 -0.52
H 1.00 -1.30 0.95
H 1.63 1.04 1.89
H -0.10 0.89 1.52
H 1.55 2.84 0.72
H 0.28 2.28 -0.48
H -0.85 3.18 -1.85
H 0.61 -3.17 2.00
O -0.53 2.29 -1.64
*
```

no.,DFT total energy (eV)
1,-80038.634
2,-31768.722
3,-9407.343
4,-15750.388
5,-29300.730
6,-109569.042
7,-22407.980
8,-26555.658
9,-20075.908
10,-65236.194
11,-31134.344
12,-9407.512
13,-11408.989